109
Properties=species:S:1:pos:R:3 method="wB97M-V/def2-TZVPD" total_charge=0 e_tot_ha=-3092.19681 lumo_ha=0.0110 homo_lumo_gap_ev=9.43
H 4.5973 -0.4861 -3.8171
N 4.1188 0.3269 -3.4382
C 4.0934 0.2224 -2.1679
N 4.6609 -0.8886 -1.4772
N 3.4903 1.1849 -1.3675
C 2.1308 1.5571 -1.7703
C 1.1195 0.4143 -1.6842
C 0.6656 0.1048 -0.2404
C -0.7056 0.7113 0.0457
C -1.4824 0.0885 1.2232
C -2.8293 0.7011 1.1237
N -3.8755 1.1512 0.9865
C -1.6569 -1.4373 1.0770
P -2.2005 -1.9724 -0.5614
O -3.0310 -1.0276 -1.3197
O -0.9350 -2.4334 -1.4357
O -2.9834 -3.3139 -0.2516
C -0.9404 0.4748 2.6694
Cl -0.4950 2.2023 2.7206
C -2.0716 0.3385 3.6040
N -2.9632 0.1867 4.3122
C 0.1656 -0.4102 3.2886
C 1.6174 -0.1178 2.8561
C 2.2848 -1.3146 2.1389
C 2.9851 -2.2702 3.1051
H 4.3270 -0.9209 -0.5197
H 4.3234 -1.7407 -1.9100
H 3.5677 0.9529 -0.3861
H 2.1530 1.9176 -2.7943
H 1.8347 2.3902 -1.1319
H 1.5960 -0.4885 -2.0694
H 0.2737 0.6795 -2.3192
H 0.6585 -0.9740 -0.1368
H 1.4267 0.5356 0.4030
H -0.6109 1.7899 0.1335
H -1.3256 0.5416 -0.8331
H -2.3651 -1.8199 1.8094
H -0.6825 -1.8970 1.2331
H -0.8979 -1.8305 -2.1937
H -2.9233 -3.9474 -0.9854
H -0.0303 -1.4713 3.1578
H 0.0992 -0.2298 4.3598
H 1.7145 0.7997 2.2891
H 2.2077 0.0421 3.7545
H 1.4944 -1.8526 1.6128
H 2.9645 -0.9258 1.3888
H 4.0596 -2.1038 3.0772
H 2.6010 -2.2045 4.1205
H 2.8467 -3.2973 2.7660
C -2.6671 3.4056 6.0457
N -1.2538 3.6751 6.2513
C -0.5498 3.6737 7.4111
C -1.3075 3.3571 8.6799
O 0.6474 3.9172 7.4173
H -2.7815 2.5556 5.3740
H -3.1399 4.2761 5.5879
H -3.1736 3.1822 6.9778
H -0.6935 3.8931 5.4427
H -0.6120 3.3943 9.5122
H -2.0993 4.0873 8.8491
H -1.7453 2.3596 8.6294
C -1.4642 -4.8487 -5.3133
N -2.1624 -5.0083 -4.0487
C -2.6232 -6.1332 -3.4546
C -2.4290 -7.4420 -4.1776
O -3.1680 -6.0725 -2.3575
H -0.4852 -4.3973 -5.1497
H -2.0337 -4.1923 -5.9721
H -1.3319 -5.8081 -5.8019
H -2.3550 -4.1904 -3.4934
H -2.8461 -8.2371 -3.5681
H -2.9409 -7.4295 -5.1401
H -1.3686 -7.6386 -4.3372
C 1.8602 0.7225 -6.6080
N 1.6977 -0.5440 -5.9193
C 0.9150 -1.5965 -6.2568
C 0.0883 -1.4753 -7.5159
O 0.8832 -2.6026 -5.5587
H 2.9040 0.8604 -6.8912
H 1.5770 1.5435 -5.9485
H 1.2448 0.7591 -7.5005
H 2.2280 -0.6868 -5.0712
H -0.4784 -2.3920 -7.6444
H -0.6069 -0.6386 -7.4421
H 0.7294 -1.3329 -8.3862
C -7.5034 2.8929 -2.7096
N -6.8649 4.1952 -2.7346
C -5.8568 4.6528 -1.9423
C -5.3193 3.7052 -0.8981
O -5.4202 5.7832 -2.0870
H -7.3825 2.3969 -3.6744
H -8.5713 3.0023 -2.5113
H -7.0684 2.2655 -1.9397
H -7.1827 4.8706 -3.4111
H -4.5275 4.2045 -0.3494
H -6.1018 3.4169 -0.1963
H -4.9100 2.8079 -1.3627
C 6.3682 1.2317 5.4200
N 5.3533 0.8329 4.4613
C 5.3738 0.9644 3.1145
C 6.5928 1.6000 2.4917
O 4.4280 0.5772 2.4377
H 6.7122 0.3620 5.9813
H 5.9519 1.9539 6.1230
H 7.2169 1.6817 4.9178
H 4.5134 0.4018 4.8142
H 6.4533 1.6316 1.4157
H 6.7267 2.6177 2.8589
H 7.4874 1.0174 2.7134

101
Properties=species:S:1:pos:R:3 method="wB97M-V/def2-TZVPD" smiles="CC(C)=CCC[C@@H](C)CCC1=CC(=O)C=C(C)C1=O.CN(C)P(=O)(N(C)C)N(C)C.CN(C)P(=O)(N(C)C)N(C)C" total_charge=0 e_tot_ha=-2452.50545 lumo_ha=-0.0669 homo_lumo_gap_ev=5.99
C 0.4455 -1.0548 -0.2211
C 0.3433 -1.3660 1.4024
C -0.7643 -2.5080 1.8842
C 1.2139 -0.5889 2.3462
C 1.3495 -0.8741 3.9631
C 2.9043 -1.1168 4.4513
C 3.6287 0.2334 5.0699
C 5.0721 -0.1966 5.7161
C 3.6700 1.5126 4.0489
C 4.9203 1.5340 2.9934
C 4.6129 0.8617 1.5295
C 4.0212 1.7841 0.4800
C 3.6441 1.2352 -1.0433
O 3.0005 2.0016 -1.9567
C 3.9912 -0.3094 -1.5142
C 4.5740 -1.2094 -0.4731
C 4.8815 -2.7632 -0.9250
C 4.9112 -0.6856 1.0786
O 5.4758 -1.6298 1.8757
H -0.5645 -1.3376 -0.7735
H 0.5454 0.1264 -0.3492
H 1.3906 -1.5191 -0.7364
H -0.2439 -3.3405 2.5306
H -1.2963 -2.9623 0.9171
H -1.6081 -1.9219 2.4854
H 1.8030 0.3268 1.8568
H 0.7675 -1.8834 4.1926
H 0.8110 -0.0371 4.5905
H 2.8847 -1.9090 5.3316
H 3.4725 -1.5969 3.5482
H 2.9419 0.5647 5.9887
H 5.8561 0.6935 5.5930
H 5.4783 -1.1439 5.1174
H 4.9538 -0.4401 6.8612
H 3.7124 2.5070 4.7000
H 2.6339 1.5651 3.4739
H 5.1578 2.6854 2.7830
H 5.9209 1.0710 3.3847
H 3.7864 2.9112 0.6964
H 3.8003 -0.7014 -2.6006
H 3.8547 -3.3373 -0.9689
H 5.3502 -2.7600 -1.9973
H 5.5766 -3.2962 -0.1305
C -4.2564 -4.4237 4.0754
N -5.1130 -3.9765 3.0019
C -4.9080 -2.5540 2.7371
P -5.5510 -4.8914 1.6473
O -4.1227 -4.8825 1.0493
N -5.5874 -6.5815 1.8859
C -5.6650 -7.3089 3.1397
C -4.7862 -7.3895 0.9545
N -7.1928 -4.9016 2.3348
C -8.1154 -4.2489 1.3997
C -7.5885 -4.5420 3.6960
H -4.4765 -3.8620 4.9861
H -3.1991 -4.3025 3.8349
H -4.4252 -5.4590 4.3399
H -5.8620 -2.0801 2.4831
H -4.2194 -2.3958 1.9011
H -4.5100 -2.0120 3.6041
H -4.7001 -7.3726 3.6414
H -6.0065 -8.3389 2.9679
H -6.4007 -6.9002 3.8363
H -3.7275 -7.3956 1.2415
H -4.8672 -7.0031 -0.0699
H -5.1310 -8.4257 0.9157
H -7.9638 -3.1621 1.3874
H -9.1610 -4.4565 1.6521
H -7.9546 -4.6221 0.3841
H -7.5534 -3.4614 3.8681
H -6.9791 -5.0259 4.4642
H -8.6165 -4.8732 3.8892
C 2.8606 7.2876 -4.8594
N 2.1458 6.8151 -6.0222
C 2.5174 7.5882 -7.2053
P 1.7285 5.2048 -6.3327
O 3.1943 4.7585 -6.5559
N 1.4985 4.2285 -4.9511
C 1.2435 4.6516 -3.5861
C 2.2858 2.9881 -4.8901
N 0.0435 5.7178 -6.0762
C -0.7270 5.4874 -7.3029
C -0.4235 6.9633 -5.4683
H 2.6255 8.3390 -4.6795
H 3.9409 7.1833 -4.9709
H 2.5648 6.7777 -3.9523
H 1.6415 7.7348 -7.8459
H 3.2850 7.0770 -7.7948
H 2.8966 8.5879 -6.9595
H 2.1523 4.9656 -3.0738
H 0.8130 3.8277 -3.0007
H 0.4992 5.4475 -3.5080
H 3.3111 3.1832 -4.5524
H 2.3296 2.5022 -5.8736
H 1.8404 2.2573 -4.2106
H -0.4636 6.2171 -8.0790
H -1.8056 5.5414 -7.1192
H -0.5226 4.4880 -7.6981
H -0.2914 7.8250 -6.1304
H 0.0676 7.1898 -4.5179
H -1.4926 6.8896 -5.2327

106
Properties=species:S:1:pos:R:3 method="wB97M-V/def2-TZVPD" total_charge=+1 e_tot_ha=-3516.55731 lumo_ha=-0.1371 homo_lumo_gap_ev=6.25
C 2.4496 -4.5120 -1.0103
C 1.3516 -3.6606 -0.4785
C 0.9367 -2.1592 -0.9801
N -0.3710 -2.0595 -1.7309
C -1.4418 -3.1114 -1.3712
C -1.9025 -2.9931 0.2326
O -1.5698 -1.9741 1.0327
Cl -2.9913 -4.3156 0.9817
C -0.5490 -1.0756 -2.6706
N 0.3070 0.0621 -3.1638
S 1.0077 1.1598 -2.0028
C -0.5471 1.0715 -3.9615
C 0.0845 1.6635 -5.3545
N 0.3117 3.1733 -5.3510
C -0.9956 3.9419 -5.3457
C -2.1040 0.5613 -3.9074
C -3.1133 1.0823 -2.7274
C -2.4021 1.4232 -1.2924
C -3.5857 1.8748 -0.2009
Cl -2.7043 2.1444 1.4345
C -3.0296 0.8309 -5.2650
C -4.4886 0.0847 -5.2299
C -5.7329 1.1355 -5.0198
I -6.4311 1.8532 -7.0134
N -1.8184 -0.9085 -3.5330
C -1.6314 -1.7139 -4.8325
N -0.8482 -2.9938 -4.6450
H 2.4832 -5.6464 -0.6428
H 3.1979 -4.0787 -1.8045
H 0.6997 -4.1202 0.4093
H 0.9189 -1.3512 -0.1313
H 1.7889 -1.8127 -1.7401
H -2.4563 -2.9333 -1.9745
H -1.1086 -4.2093 -1.6620
H 0.3550 1.0136 -0.7363
H -0.5159 2.0355 -3.2580
H 1.1667 1.1788 -5.4798
H -0.5057 1.3892 -6.3267
H 0.7739 3.4117 -4.4344
H -0.7540 5.0186 -4.8923
H -1.8097 3.4757 -4.6094
H -1.4343 4.1419 -6.4303
H -3.7038 2.0652 -3.0505
H -3.9189 0.2300 -2.5037
H -1.8647 0.4965 -0.7793
H -1.6123 2.3086 -1.3373
H -4.2520 0.9005 -0.0517
H -4.1953 2.8083 -0.5599
H -3.2440 1.9925 -5.3334
H -2.5020 0.5171 -6.2609
H -4.4589 -0.7906 -4.4293
H -4.6338 -0.4454 -6.2895
H -5.3836 2.1062 -4.4605
H -6.6102 0.6592 -4.3848
H -1.0456 -1.0883 -5.6634
H -2.6774 -2.0360 -5.3097
H -0.1186 -3.0347 -5.4172
H -1.4787 -3.8213 -4.7187
C 5.7746 2.7339 1.5171
O 6.6002 1.8667 0.7510
C 7.3832 0.9690 1.5481
C 6.8516 -0.4703 1.4357
N 5.5584 -0.6205 2.1084
C 4.8580 -1.8694 1.7856
C 4.4927 -2.1297 0.3101
O 3.4857 -1.2585 -0.2084
C 3.9634 0.0128 -0.6246
H 5.3962 3.5163 0.8529
H 4.9158 2.1962 1.9262
H 6.3369 3.2093 2.3257
H 7.4481 1.2952 2.5969
H 8.3952 0.9923 1.1312
H 7.5747 -1.1596 1.8866
H 6.7751 -0.7042 0.3703
H 4.9554 0.1553 1.8497
H 3.9259 -1.8585 2.3647
H 5.4488 -2.7111 2.1632
H 4.0618 -3.1368 0.2602
H 5.3675 -2.1506 -0.3477
H 4.9717 -0.0363 -1.0450
H 3.9245 0.7146 0.2091
H 3.2890 0.3951 -1.3960
C -1.7475 0.1671 9.2048
O -2.1241 -0.7841 8.2179
C -3.3686 -0.4801 7.5750
C -3.1383 -0.0112 6.1279
N -2.5174 1.3154 6.0845
C -1.9972 1.6892 4.7638
C -0.9061 0.7955 4.1401
O 0.3529 0.8484 4.8140
C 0.4385 0.0255 5.9687
H -0.9234 -0.2561 9.7865
H -1.3924 1.0912 8.7423
H -2.5750 0.3847 9.8859
H -3.9631 0.2485 8.1462
H -3.9343 -1.4169 7.5439
H -4.0989 0.0229 5.6012
H -2.5084 -0.7612 5.6417
H -1.7475 1.3456 6.7468
H -1.5823 2.6994 4.8706
H -2.8374 1.7703 4.0655
H -0.7143 1.1814 3.1318
H -1.2319 -0.2405 4.0020
H -0.1352 -0.8998 5.8664
H 0.1178 0.5856 6.8476
H 1.4886 -0.2379 6.1230

108
Properties=species:S:1:pos:R:3 method="wB97M-V/def2-TZVPD" total_charge=-1 e_tot_ha=-5366.15260 lumo_ha=0.0556 homo_lumo_gap_ev=5.04
C -2.9827 -5.4151 1.0951
C -3.2164 -4.4245 2.0025
C -2.2776 -3.2934 2.1762
As -2.8605 -1.4954 1.2844
C -3.3234 0.3501 0.5722
C -2.8106 1.5442 1.3878
C -1.5807 2.2408 0.8239
C -1.8777 3.2402 -0.2947
C -2.0732 4.6675 0.2491
C -0.7767 5.4769 0.3808
C -0.1249 5.3936 1.7640
C -0.9642 6.0608 2.8493
C -0.4664 5.7897 4.2871
O 0.5833 4.8502 4.3734
C 0.1812 3.5339 4.6943
C -2.1547 -2.1375 -0.5150
C -0.7294 -1.8064 -0.9520
C -0.5475 -0.5771 -1.8545
C 0.7478 -0.7247 -2.6810
C 1.7399 0.3984 -2.3646
C 2.3439 0.1909 -0.9878
O 1.6329 0.8864 0.0544
C 2.2364 2.0519 0.4307
O 2.1742 3.0957 -0.2325
C 2.8802 1.9724 1.7574
C 2.9124 0.7958 2.4410
O -1.1691 -0.6999 1.7761
B -0.1983 -1.1456 2.5691
O 0.7365 -2.1152 2.1810
O 0.0652 -0.5524 3.8349
P -5.0062 -2.4992 0.7068
O -6.1859 -1.3453 0.5132
O -4.9198 -3.1963 -0.8023
P -3.8976 -0.9224 3.4536
O -2.8364 -0.3936 4.5988
O -4.5443 -2.2919 4.1110
S -5.3353 0.3879 3.3887
H -1.9712 -5.7236 0.8690
H -3.8282 -5.8920 0.6179
H -4.0504 -4.5252 2.6827
H -1.3673 -3.6326 1.6844
H -2.1693 -3.1631 3.2614
H -2.8862 0.4210 -0.4225
H -4.3967 0.4669 0.4613
H -3.6130 2.2859 1.4095
H -2.6241 1.3158 2.4321
H -1.1618 2.8231 1.6454
H -0.8110 1.5245 0.5552
H -1.0463 3.2753 -0.9984
H -2.7708 2.9610 -0.8520
H -2.7617 5.2110 -0.3962
H -2.5709 4.5807 1.2130
H -1.0007 6.5286 0.2027
H -0.0421 5.1376 -0.3432
H 0.1796 4.3893 2.0236
H 0.8000 5.9701 1.7119
H -2.0105 5.7788 2.7778
H -0.8969 7.1297 2.6577
H -1.3032 5.5140 4.9269
H -0.0793 6.7205 4.6999
H -0.8941 3.4395 4.8185
H 0.6923 3.1967 5.5928
H 0.4643 2.8578 3.8855
H -2.2430 -3.2185 -0.5116
H -2.8340 -1.7173 -1.2511
H -0.4120 -2.6357 -1.5900
H 0.0239 -1.7592 -0.1693
H -0.4306 0.3151 -1.2488
H -1.4095 -0.5172 -2.5133
H 0.5422 -0.7273 -3.7494
H 1.2822 -1.6476 -2.4640
H 1.2388 1.3613 -2.3995
H 2.5367 0.3713 -3.1088
H 3.3831 0.5278 -0.9545
H 2.3202 -0.8574 -0.7021
H 3.2994 2.8890 2.1502
H 3.2210 -0.0986 1.9150
H 2.5770 0.6655 3.4630
H 0.9137 -2.7057 2.9117
H 0.0720 0.3928 3.6818
H -6.3548 -1.1001 -0.3997
H -5.1141 -2.5896 -1.5225
H -2.2634 -1.1078 4.8980
H -4.0086 -2.5821 4.8540
C 5.6788 -4.6625 -0.5778
C 6.0468 -3.4774 -1.4629
C 4.9514 -2.4058 -1.5038
C 3.7022 -2.9442 -2.0354
N 2.7165 -3.3695 -2.4550
H 4.7937 -5.1777 -0.9517
H 6.4933 -5.3862 -0.5503
H 5.4782 -4.3414 0.4456
H 6.2481 -3.8289 -2.4763
H 6.9665 -3.0195 -1.0948
H 5.2565 -1.5683 -2.1325
H 4.7583 -2.0191 -0.5016
C 2.9232 -2.2860 -7.6416
C 1.7533 -1.5171 -7.0431
C 2.2243 -0.2572 -6.3331
O 1.0406 -2.3479 -6.1325
H 3.6145 -2.5966 -6.8533
H 2.5701 -3.1882 -8.1412
H 3.4723 -1.6789 -8.3637
H 1.0493 -1.2528 -7.8335
H 2.8897 -0.5181 -5.5049
H 1.3772 0.2782 -5.9047
H 2.7561 0.4142 -7.0099
H 1.6434 -2.5906 -5.4206